(1)
Here is a molecular structure, C25H30CrN5O4S2Se from the Open Molecules 2025 dataset. Energies are from wB97M-V/def2-TZVPD.

Last column: Löwdin spin population.
CARTESIAN COORDINATES (ANGSTROEM)
Cr  0.539  0.403  0.351  0.970
C  -3.601  2.232  -2.281  0.000
C  -2.761  2.097  -1.035  -0.003
C  -1.648  2.904  -0.848  0.001
C  -0.918  2.877  0.339  -0.002
C  0.090  3.955  0.632  0.000
C  -1.255  1.927  1.320  -0.001
C  -2.427  1.151  1.171  -0.002
C  -2.971  0.403  2.361  -0.001
C  -3.138  1.222  -0.008  0.002
H  -4.209  3.138  -2.224  0.000
H  -4.280  1.389  -2.403  0.000
H  -2.982  2.323  -3.176  0.000
H  -1.391  3.637  -1.610  0.000
H  -0.451  4.808  1.049  0.000
H  0.596  4.312  -0.267  0.000
H  0.838  3.647  1.357  0.000
H  -0.806  2.002  2.304  0.000
H  -3.632  1.069  2.921  0.000
H  -2.183  0.089  3.048  0.000
H  -3.566  -0.463  2.068  0.000
H  -4.052  0.640  -0.114  0.000
O  3.100  2.798  0.907  0.004
N  2.906  1.709  1.346  0.010
O  3.698  0.908  1.760  0.002
O  1.560  1.354  1.531  0.000
S  -1.455  -3.026  2.527  -0.001
C  -1.068  -1.813  1.425  -0.002
N  -0.058  -1.041  1.721  -0.006
C  0.513  -1.432  2.974  0.000
C  1.619  -0.885  3.636  0.000
C  1.995  -1.431  4.843  0.000
C  1.302  -2.511  5.413  0.000
C  0.220  -3.064  4.770  0.000
C  -0.158  -2.511  3.547  0.000
H  -1.646  -1.667  0.527  0.000
H  2.168  -0.061  3.222  0.000
H  2.849  -1.013  5.362  0.000
H  1.623  -2.914  6.365  0.000
H  -0.322  -3.899  5.198  0.000
C  -3.188  -2.361  -1.936  0.000
C  -1.830  -2.101  -2.586  -0.001
S  -1.318  -0.416  -2.367  0.006
O  -0.498  -0.427  -1.052  0.026
C  -0.116  -0.205  -3.661  0.004
C  0.940  -1.296  -3.786  0.001
H  -3.520  -3.365  -2.196  0.000
H  -3.943  -1.659  -2.293  0.000
H  -3.152  -2.299  -0.847  0.000
H  -1.876  -2.248  -3.669  0.000
H  -1.025  -2.716  -2.180  0.000
H  0.320  0.768  -3.424  0.000
H  -0.714  -0.081  -4.569  0.000
H  1.385  -1.538  -2.820  0.000
H  1.733  -0.944  -4.448  0.000
H  0.538  -2.210  -4.218  0.000
Se  2.418  2.729  -2.254  -0.002
N  3.852  1.772  -2.588  0.001
C  3.708  0.614  -1.960  0.001
C  4.631  -0.482  -1.870  0.003
C  4.286  -1.525  -1.072  -0.001
C  3.063  -1.519  -0.320  0.001
N  2.193  -0.553  -0.408  -0.009
C  2.491  0.481  -1.249  0.005
N  1.613  1.466  -1.280  -0.005
H  5.574  -0.459  -2.403  0.000
H  4.953  -2.369  -0.955  0.000
H  2.843  -2.317  0.381  0.000

Properties
* charge: +2
* orbital gap (alpha / beta): 6.5 / 6.6 eV
* multiplicity: 2
* expectation value of S²: 0.770



(2)
Here is a molecular structure, C25H30InN3O5 at a distorted geometry from the Open Molecules 2025 dataset. Energies are from wB97M-V/def2-TZVPD.

Last column: Löwdin charge in e.
CARTESIAN COORDINATES (ANGSTROEM)
C  0.321  -0.133  -3.509  -0.241
C  0.168  -0.809  -2.113  -0.070
C  -0.211  1.301  -3.363  -0.055
C  -0.904  1.428  -1.962  -0.260
H  -0.928  1.488  -4.167  0.110
H  0.622  2.005  -3.459  0.115
C  -1.050  -0.127  -1.536  -0.222
H  1.095  -0.640  -1.543  0.126
H  0.030  -1.891  -2.239  0.123
C  -1.660  -0.713  -0.232  -0.274
H  -1.860  -0.396  -2.248  0.130
H  -1.950  1.751  -2.077  0.116
C  -0.240  2.537  -1.251  -0.423
C  1.760  -0.239  -3.991  -0.409
C  -0.413  -0.844  -4.656  -0.445
O  -0.926  -0.264  -5.602  0.086
O  2.722  -0.115  -3.240  0.096
O  1.889  -0.554  -5.289  -0.036
O  -0.414  -2.180  -4.553  -0.028
C  -1.005  -2.823  -5.692  -0.050
H  -0.900  -3.883  -5.483  0.086
H  -0.466  -2.546  -6.604  0.092
H  -2.056  -2.539  -5.803  0.094
C  3.248  -0.717  -5.715  -0.044
H  3.851  0.171  -5.480  0.096
H  3.195  -0.873  -6.794  0.087
H  3.694  -1.588  -5.217  0.097
O  -0.873  -1.025  0.901  -0.339
H  -2.104  -1.702  -0.486  0.111
H  -2.511  -0.048  0.036  0.110
C  -1.053  3.546  -0.547  -0.188
C  1.228  2.601  -1.115  -0.168
H  1.629  3.451  -1.704  0.041
H  1.779  1.707  -1.447  0.055
H  1.518  2.796  -0.066  0.054
H  -0.585  3.802  0.416  0.050
H  -2.076  3.184  -0.367  0.056
H  -1.137  4.476  -1.141  0.031
In  -0.450  0.076  2.441  0.991
C  -2.314  -0.267  4.822  -0.233
C  -2.853  -0.503  3.520  -0.232
C  -2.479  -1.844  3.140  -0.205
H  -3.535  0.153  2.980  0.078
C  -1.718  -2.402  4.205  -0.196
C  -1.604  -1.426  5.228  -0.191
H  -1.082  -1.548  6.179  0.083
H  -2.490  0.624  5.424  0.080
H  -2.770  -2.356  2.225  0.080
H  -1.340  -3.416  4.247  0.073
C  2.371  0.536  3.433  -0.186
C  2.104  -0.360  4.493  -0.179
C  1.552  -1.547  3.967  -0.156
H  2.349  -0.192  5.545  0.089
C  1.446  -1.405  2.551  -0.224
C  1.983  -0.089  2.205  -0.221
H  2.234  0.241  1.194  0.094
H  2.828  1.522  3.517  0.091
H  1.284  -2.440  4.530  0.090
H  1.202  -2.191  1.836  0.098
N  -0.404  1.633  4.059  0.100
C  -0.012  1.784  5.175  -0.342
N  0.509  2.096  6.291  0.081
C  0.045  1.918  7.502  -0.420
N  -0.279  1.810  8.627  0.045

Properties
* charge: -2
* orbital gap (alpha / beta): 2.8 / 2.8 eV



(3)
Here is a molecular structure, C25H30MoN4O4S at a distorted geometry from the Open Molecules 2025 dataset. Energies are from wB97M-V/def2-TZVPD.

Last column: Löwdin spin population.
CARTESIAN COORDINATES (ANGSTROEM)
Mo  8.500  14.824  7.707  1.661
O  4.472  15.244  6.388  0.007
C  5.757  15.369  6.644  0.012
O  6.436  14.532  7.175  0.014
C  6.422  16.621  6.304  0.010
C  5.778  17.782  5.963  0.000
C  6.552  18.956  5.850  0.016
C  7.966  18.862  6.098  -0.003
C  8.503  17.617  6.432  0.015
N  7.705  16.570  6.531  0.017
C  9.928  17.312  6.916  0.009
O  10.855  18.073  6.931  0.027
O  9.985  16.014  7.328  0.085
H  4.112  14.490  6.912  0.000
H  4.735  17.738  5.728  0.000
H  6.123  19.946  5.704  0.001
H  8.598  19.772  6.004  0.000
C  9.108  8.065  5.872  0.000
C  8.468  9.145  6.681  0.001
C  7.533  9.072  7.723  0.010
C  6.896  10.323  8.033  0.000
N  7.309  11.491  7.574  0.011
C  8.355  11.562  6.855  0.024
S  9.081  13.012  6.251  0.079
N  8.878  10.369  6.347  0.010
C  5.739  10.296  8.934  0.000
H  8.413  7.654  5.157  0.000
H  9.476  7.310  6.542  0.000
H  9.924  8.529  5.342  0.000
H  7.253  8.071  8.057  0.001
H  9.644  10.416  5.667  0.000
H  6.116  10.613  9.886  0.000
H  5.156  9.344  8.959  0.000
H  5.099  11.044  8.631  0.000
C  8.153  19.120  9.778  -0.001
C  7.571  17.786  10.046  0.000
C  6.290  17.594  10.410  0.011
C  5.732  16.315  10.541  -0.002
C  4.279  16.102  11.057  -0.001
C  6.498  15.183  10.334  0.015
C  7.828  15.342  9.880  -0.004
C  8.341  16.661  9.770  0.008
N  8.753  14.324  9.549  -0.051
C  9.588  13.487  10.441  0.011
C  10.694  12.913  9.573  0.005
C  10.196  14.360  11.593  -0.002
C  8.678  12.364  11.033  -0.002
H  7.752  20.015  10.178  0.000
H  8.432  19.197  8.717  0.000
H  9.237  19.148  10.199  0.000
H  5.637  18.442  10.591  0.001
H  4.345  16.210  12.159  0.000
H  3.815  15.092  10.847  0.000
H  3.608  16.951  10.677  0.000
H  6.179  14.180  10.558  0.001
H  9.372  16.646  9.578  0.001
H  11.176  13.530  8.839  0.002
H  10.305  12.086  8.998  0.000
H  11.566  12.537  10.199  0.000
H  10.670  15.327  11.180  0.000
H  10.954  13.714  12.092  0.000
H  9.422  14.549  12.249  0.000
H  8.644  12.415  12.116  0.000
H  9.234  11.399  10.913  0.000
H  7.650  12.142  10.567  0.000

Properties
* charge: +2
* orbital gap (alpha / beta): 7.1 / 7.7 eV
* multiplicity: 3
* expectation value of S²: 2.031
* ΔE to the lowest compared entry with this formula, charge and spin: 0.5940 eV



(4)
Here is C25H30N2O2 in the gas phase from the Open Molecules 2025 dataset. Energies are from wB97M-V/def2-TZVPD.

Last column: natural (NBO) charge in e.
CARTESIAN COORDINATES (ANGSTROEM)
C  -5.631  -1.402  -1.012  -0.606
C  -4.190  -1.896  -1.030  -0.407
C  -3.162  -0.816  -0.644  -0.031
C  -2.995  0.251  -1.746  -0.446
C  -2.111  1.351  -1.237  0.092
C  -2.657  2.452  -0.590  -0.247
C  -1.842  3.437  -0.060  -0.218
C  -0.466  3.329  -0.163  -0.215
C  0.088  2.234  -0.803  -0.212
C  -0.730  1.255  -1.337  -0.233
N  -1.856  -1.364  -0.360  -0.644
C  -1.538  -1.773  0.997  -0.245
C  -0.199  -1.198  1.350  -0.043
C  0.068  0.100  1.894  -0.234
C  -0.861  1.124  2.329  0.794
O  -0.551  2.191  2.817  -0.633
O  -2.167  0.817  2.174  -0.702
C  1.449  0.246  1.933  0.243
C  2.276  1.396  2.376  -0.678
N  2.006  -0.893  1.456  -0.339
C  3.415  -1.082  1.249  -0.226
C  3.913  -0.412  -0.015  -0.048
C  5.264  -0.115  -0.148  -0.209
C  5.739  0.486  -1.300  -0.202
C  4.867  0.801  -2.329  -0.220
C  3.521  0.508  -2.201  -0.205
C  3.045  -0.100  -1.052  -0.180
C  1.015  -1.772  1.083  0.129
C  1.335  -3.106  0.503  -0.649
H  -6.314  -2.224  -1.218  0.211
H  -5.877  -0.988  -0.037  0.202
H  -5.793  -0.633  -1.763  0.201
H  -4.093  -2.720  -0.317  0.200
H  -3.946  -2.285  -2.023  0.191
H  -3.501  -0.309  0.265  0.200
H  -3.972  0.650  -2.018  0.208
H  -2.550  -0.219  -2.625  0.204
H  -3.732  2.537  -0.501  0.201
H  -2.280  4.287  0.443  0.211
H  0.169  4.090  0.263  0.214
H  1.162  2.145  -0.881  0.210
H  -0.297  0.398  -1.832  0.208
H  -1.583  -2.056  -1.045  0.358
H  -2.290  -1.375  1.677  0.227
H  -1.520  -2.867  1.115  0.180
H  -2.690  1.584  2.453  0.500
H  1.618  2.219  2.636  0.277
H  2.872  1.134  3.252  0.217
H  2.954  1.710  1.582  0.222
H  3.622  -2.155  1.192  0.225
H  3.961  -0.684  2.109  0.220
H  5.945  -0.354  0.656  0.208
H  6.790  0.714  -1.392  0.214
H  5.237  1.277  -3.225  0.215
H  2.834  0.754  -2.998  0.215
H  1.993  -0.321  -0.958  0.216
H  1.886  -3.725  1.214  0.215
H  1.935  -3.008  -0.403  0.218
H  0.415  -3.623  0.248  0.228

Properties
* charge: 0
* orbital gap: 8.5 eV
* structure (SMILES): CC[C@H](Cc1ccccc1)NCc1c(C(=O)O)c(C)n(Cc2ccccc2)c1C
* ΔE to the lowest compared entry with this formula, charge and spin: 0.7427 eV



Number 1: DFT total energy -5787.02380 Ha. Number 2: DFT total energy -1701.04924 Ha. Number 3: DFT total energy -1956.53091 Ha. Number 4: DFT total energy -1230.67730 Ha.